1.
{
  "formula": "C12H20OS",
  "method": "ωB97M-V/def2-TZVPD",
  "symbols": ["C", "C", "C", "C", "C", "C", "C", "C", "C", "C", "C", "C", "O", "S", "H", "H", "H", "H", "H", "H", "H", "H", "H", "H", "H", "H", "H", "H", "H", "H", "H", "H", "H", "H"],
  "positions_angstrom": [[0.204047, 0.192359, -0.409227], [-0.841110, 0.626577, -0.016467], [-4.501771, -1.218058, -0.229481], [-3.176683, -0.638146, -0.532079], [-5.379766, -1.625832, -1.390092], [5.778540, 0.357027, 0.357382], [-2.974345, 2.130370, 0.421703], [1.427830, -0.087976, -1.070761], [4.541810, 0.156720, 1.402807], [2.667034, 0.455384, -0.324552], [3.412445, -0.551852, 0.647557], [-2.125906, 0.883837, 0.548784], [-2.197288, 0.546243, 1.889082], [-3.090789, -2.254778, 0.177733], [-5.011467, -0.896602, 0.653775], [-2.741858, -0.569790, -1.605325], [-5.348795, -0.983981, -2.284456], [-6.447147, -1.697193, -1.021823], [-5.168696, -2.653544, -1.768832], [6.658415, 0.299621, 0.894604], [5.536293, -0.233364, -0.582759], [5.867030, 1.414108, 0.003661], [-2.707455, 2.470198, -0.574437], [-2.917282, 3.090304, 0.873796], [-4.020618, 1.794692, 0.700824], [1.583143, -1.183500, -1.134177], [1.398376, 0.146224, -2.120993], [4.889152, -0.331043, 2.337480], [4.067686, 1.112156, 1.607247], [2.547596, 1.438045, 0.169097], [3.448660, 0.656766, -1.149298], [3.725167, -1.471634, 0.096653], [2.700477, -1.027618, 1.368075], [-1.802717, -0.345707, 2.064510]],
  "forces_ev_per_angstrom": [[-0.8, 0.6, -0.3], [-0.3, 0.3, 0.1], [0.4, 0.4, -1.2], [2.5, 2.2, -0.4], [-1.7, -1.2, -0.1], [-3.6, 1.5, -0.7], [-1.0, -1.1, -1.7], [1.7, -1.7, 0.7], [0.9, 0.0, -2.0], [2.6, -0.2, -1.2], [-1.6, -1.0, 0.3], [-2.1, -1.8, 1.1], [0.4, -1.4, 0.5], [0.7, -0.5, 0.4], [-0.2, 0.4, 0.4], [-1.1, 0.0, 1.8], [0.1, 0.1, 0.6], [1.0, 0.3, -0.6], [0.2, 0.7, 0.4], [2.1, -1.3, 0.6], [1.1, 0.2, 1.4], [-0.6, -0.6, 0.2], [-1.4, -0.3, -1.0], [1.4, 0.4, 1.9], [1.0, 0.5, -1.2], [-0.2, 0.2, 0.3], [-0.1, 0.8, -0.3], [-0.4, 0.2, -0.7], [0.5, 0.3, 0.6], [-0.4, -0.6, -0.2], [-1.0, -0.1, 1.1], [0.2, 0.8, 0.0], [0.1, 0.8, -0.3], [-0.4, 0.9, -0.4]],
  "lowdin_charge": [-0.0137, 0.0155, -0.6465, -0.4413, -0.1291, -0.0865, -0.0364, -0.2147, -0.2261, -0.1891, -0.2568, -0.4274, -0.0273, 0.8304, 0.0901, 0.1140, 0.0759, 0.0857, 0.0751, 0.0185, 0.0820, 0.0681, 0.0816, 0.0637, 0.1078, 0.1250, 0.1126, 0.1042, 0.0810, 0.1138, 0.1216, 0.1088, 0.1105, 0.1089],
  "homo_energy_ev": -7.8654,
  "fmax_ev_per_a": 3.9,
  "lumo_ev": 0.786,
  "e_above_lowest_kcal_mol": 119.3,
  "multiplicity": 1,
  "orbital_gap_ev": 8.651
}


2.
{
  "formula": "CCl4N2Si",
  "method": "ωB97M-V/def2-TZVPD",
  "symbols": ["C", "N", "N", "Si", "Cl", "Cl", "Cl", "Cl"],
  "positions_angstrom": [[-0.079073, 0.388526, 2.204640], [0.871668, 0.349910, 1.554866], [-0.508378, -1.059904, -0.810360], [0.460817, -0.137597, -1.665772], [-1.988649, -0.758422, 0.061747], [1.777584, -1.075648, -2.794018], [-1.304685, 0.408115, 3.231490], [0.770716, 1.885020, -1.782593]],
  "forces_ev_per_angstrom": [[1.4, -0.1, -0.6], [-0.3, 0.2, 0.0], [-1.4, -0.1, 0.2], [-0.4, 1.0, 0.8], [1.4, 0.0, -0.9], [0.5, -0.3, -0.3], [-1.0, 0.1, 0.7], [-0.2, -0.7, 0.0]],
  "lowdin_charge": [-0.9034, 0.0921, -0.7001, -0.3676, 0.4506, 0.3778, 0.7684, 0.2821],
  "homo_energy_ev": -9.4232,
  "fmax_ev_per_a": 1.7,
  "lumo_ev": -0.221,
  "e_above_lowest_kcal_mol": 78.0,
  "multiplicity": 1,
  "orbital_gap_ev": 9.202
}


3.
{
  "formula": "C4H5O2P",
  "method": "ωB97M-V/def2-TZVPD",
  "symbols": ["C", "C", "C", "C", "O", "O", "P", "H", "H", "H", "H", "H"],
  "positions_angstrom": [[0.828241, 1.295178, 0.067893], [1.815068, 0.411939, 0.093477], [-0.540788, 0.804253, 0.217548], [-0.434705, -0.561561, 0.165924], [-1.694088, 1.515421, 0.229053], [-2.078042, -1.644358, 0.035956], [1.157779, -1.296697, 0.337624], [0.900721, 2.422044, 0.094629], [2.762343, 0.665755, -0.296199], [-2.309568, 0.740892, 0.224109], [-1.965452, -2.616925, -0.107252], [1.558494, -1.735944, -1.062764]],
  "forces_ev_per_angstrom": [[-1.3, 3.3, 1.1], [-0.8, -1.1, -0.5], [0.1, -2.6, -0.5], [-3.7, -1.8, -0.7], [0.5, -1.5, 0.1], [2.6, 2.2, 0.5], [1.2, 0.0, -1.4], [0.4, -1.3, -0.5], [1.2, 0.0, 0.3], [-0.4, 1.1, 0.0], [0.9, 1.3, 0.2], [-0.8, 0.5, 1.4]],
  "lowdin_charge": [-0.1448, -0.3234, -0.3835, -0.2530, 0.0823, -0.2092, 0.9016, 0.1381, 0.0531, 0.1234, 0.0191, -0.0036],
  "homo_energy_ev": -8.9459,
  "fmax_ev_per_a": 4.2,
  "lumo_ev": -0.118,
  "e_above_lowest_kcal_mol": 91.7,
  "multiplicity": 1,
  "orbital_gap_ev": 8.828
}


4.
{
  "formula": "C23H44NP3RuS",
  "method": "ωB97M-V/def2-TZVPD",
  "symbols": ["Ru", "P", "P", "P", "H", "C", "C", "H", "C", "C", "C", "C", "C", "C", "C", "C", "C", "H", "H", "H", "H", "H", "H", "H", "H", "H", "H", "H", "H", "H", "H", "H", "H", "H", "H", "H", "H", "H", "H", "H", "H", "H", "H", "H", "H", "H", "C", "C", "C", "C", "C", "C", "S", "H", "H", "H", "H", "H", "H", "C", "C", "C", "C", "N", "C", "C", "H", "H", "H", "H", "H", "H", "H"],
  "positions_angstrom": [[0.221254, 0.004087, 0.775981], [-1.395082, -0.783146, 1.998308], [0.467778, 1.918986, 2.013185], [1.802063, -0.959810, 1.939024], [2.307411, -3.170636, -4.429762], [2.287914, -3.534510, -3.391439], [1.356546, -4.423219, -3.007774], [0.605541, -4.809288, -3.713492], [-3.092799, -0.759465, 1.278382], [-1.755426, -0.175454, 3.710428], [-1.273113, -2.602486, 2.266333], [1.657527, 3.041071, 1.170839], [-0.917046, 3.129366, 2.286198], [1.130087, 2.032099, 3.744626], [2.074988, -2.622282, 1.225972], [1.796436, -1.306087, 3.744433], [3.406521, -0.106120, 1.687061], [3.126342, -3.261997, -2.769868], [1.409984, -4.894389, -2.023447], [-3.023091, -0.895511, 0.190435], [-3.616465, 0.181092, 1.495104], [-3.675706, -1.587767, 1.707880], [-2.034471, 0.885811, 3.725979], [-0.891078, -0.318850, 4.369808], [-2.600245, -0.760941, 4.102073], [-1.184492, -3.114468, 1.296941], [-2.208945, -2.912317, 2.753120], [-0.422197, -2.884794, 2.896913], [1.870980, 3.878712, 1.847893], [1.201014, 3.431750, 0.253824], [2.588751, 2.515813, 0.929963], [-0.569991, 3.872312, 3.018603], [-1.818369, 2.647878, 2.682868], [-1.161412, 3.659192, 1.358027], [1.081609, 3.099364, 4.004078], [2.171067, 1.700110, 3.828969], [0.498379, 1.476953, 4.446835], [2.917904, -3.075014, 1.765936], [2.319070, -2.520435, 0.159662], [1.179494, -3.249984, 1.335527], [2.728880, -1.846590, 3.961707], [0.946010, -1.935810, 4.032060], [1.773039, -0.380747, 4.331508], [4.191366, -0.855160, 1.859997], [3.565075, 0.749978, 2.360012], [3.456856, 0.244769, 0.646776], [-0.453407, -1.981663, -2.963792], [0.754532, -1.596935, -2.326929], [1.614148, -0.659291, -2.929772], [1.192371, -0.003849, -4.104309], [-0.061846, -0.307784, -4.644758], [-0.867492, -1.288405, -4.101553], [-1.474272, -3.335742, -2.543511], [-0.539842, -4.111855, -2.050139], [1.059245, -2.043484, -1.374158], [2.606659, -0.457653, -2.514566], [1.783004, 0.783148, -4.592177], [-0.411336, 0.281370, -5.493518], [-1.842211, -1.546423, -4.522249], [-2.929515, 3.766721, -3.553221], [-2.241866, 2.921203, -2.510323], [-2.848267, 2.652430, -1.280857], [-2.179089, 1.881432, -0.325753], [-0.933168, 1.395699, -0.514764], [-0.294480, 1.764120, -1.635143], [-0.943870, 2.426560, -2.681479], [-3.995502, 3.529586, -3.666916], [-2.890251, 4.839465, -3.311789], [-2.465200, 3.657405, -4.538705], [-3.839795, 3.028467, -1.025747], [-2.660823, 1.657626, 0.629724], [0.757667, 1.464986, -1.681331], [-0.395355, 2.560799, -3.609747]],
  "forces_ev_per_angstrom": [[-1.6, 1.4, -2.4], [-2.2, -1.8, 1.4], [0.9, 3.2, 1.9], [1.9, -0.9, 2.1], [0.0, -0.1, 0.5], [1.4, 1.8, -1.6], [-1.2, -2.2, 0.4], [0.5, 0.1, 0.2], [0.1, 0.2, -0.3], [0.4, 0.0, -0.3], [-0.1, 0.1, 0.1], [-0.1, -0.1, -0.1], [-0.2, -0.3, -0.3], [0.0, -0.3, -0.2], [0.0, -0.1, -0.1], [-0.1, 0.0, -0.3], [-0.1, -0.2, -0.2], [0.1, 0.0, 0.2], [0.0, 0.1, -0.1], [-0.2, 0.1, 0.2], [0.1, -0.4, -0.1], [0.2, 0.3, -0.1], [0.1, -0.3, -0.1], [-0.2, 0.0, -0.1], [0.2, 0.1, -0.2], [-0.1, 0.1, 0.3], [0.4, -0.1, -0.1], [-0.3, 0.0, -0.2], [0.0, -0.1, -0.2], [0.2, 0.0, 0.1], [-0.1, 0.2, 0.0], [-0.1, -0.3, -0.3], [0.2, 0.2, -0.1], [0.0, -0.2, 0.2], [0.1, -0.4, 0.0], [-0.3, 0.1, 0.0], [0.2, 0.2, -0.1], [-0.2, -0.1, -0.3], [0.2, -0.1, 0.3], [0.4, 0.2, 0.0], [-0.2, 0.1, 0.1], [0.3, 0.2, 0.0], [0.0, -0.3, -0.2], [0.0, 0.3, -0.1], [-0.2, -0.4, -0.2], [0.2, -0.1, 0.2], [-0.5, -0.8, 0.5], [1.3, -0.8, 0.3], [-0.1, -0.4, -0.1], [-0.4, 0.2, -0.4], [0.4, 0.9, -0.5], [-1.0, 0.1, -0.2], [-0.4, 1.5, -0.8], [0.4, -0.4, 1.0], [-0.3, 0.1, -0.3], [-0.4, 0.0, 0.0], [0.0, -0.4, 0.3], [0.1, -0.4, 0.0], [0.3, 0.2, -0.2], [-0.1, -0.1, -0.4], [-0.3, 0.4, -0.2], [0.3, -0.5, 0.8], [-0.5, 0.2, -0.4], [0.0, 0.1, 0.5], [-0.6, -0.1, -0.7], [0.8, -0.3, 0.5], [0.3, -0.1, 0.2], [0.1, -0.3, 0.2], [0.0, 0.0, 0.2], [0.2, -0.1, -0.2], [0.3, 0.1, -0.5], [-0.3, 0.2, -0.2], [-0.1, 0.4, 0.1]],
  "lowdin_spin": [1.3972, 0.0621, 0.1031, 0.0591, 0.0039, 0.2698, 0.3726, 0.0118, 0.0147, -0.0065, 0.0445, 0.0284, 0.0131, 0.0226, 0.0568, -0.0052, 0.0029, 0.0038, 0.0100, 0.0034, 0.0006, 0.0016, 0.0000, 0.0001, -0.0011, 0.0053, 0.0066, 0.0000, 0.0060, -0.0002, 0.0012, 0.0024, 0.0004, 0.0004, 0.0041, 0.0000, 0.0003, 0.0082, 0.0016, 0.0019, -0.0008, 0.0001, -0.0001, -0.0004, -0.0002, 0.0003, 0.1676, 0.1767, 0.1561, 0.1486, 0.0706, 0.1460, 0.4703, 0.0230, 0.0229, 0.0021, 0.0036, 0.0006, 0.0022, 0.0029, 0.0147, 0.0024, 0.0112, 0.0412, 0.0239, 0.0001, 0.0006, 0.0012, 0.0001, 0.0000, 0.0000, 0.0043, 0.0004],
  "homo_energy_ev": [-17.7485, -20.4016],
  "total_charge": 4,
  "fmax_ev_per_a": 3.8,
  "s2": 6.03,
  "lumo_ev": [-12.493, -16.745],
  "e_above_lowest_kcal_mol": 54.4,
  "multiplicity": 5,
  "orbital_gap_ev": [5.256, 3.657]
}


5.
{
  "formula": "C5H13N2",
  "method": "ωB97M-V/def2-TZVPD",
  "symbols": ["C", "C", "C", "C", "C", "N", "N", "H", "H", "H", "H", "H", "H", "H", "H", "H", "H", "H", "H", "H"],
  "positions_angstrom": [[-2.620185, 0.573965, -0.468573], [-1.890363, 0.460631, 0.866762], [-0.645493, -0.415494, 0.899291], [0.336929, -0.313686, -0.374874], [0.909924, 0.698139, 0.121895], [4.129057, -0.107172, 0.216641], [0.016246, -0.966221, -1.488775], [-3.419868, 1.307227, -0.366320], [-1.935425, 0.978098, -1.215445], [-3.028542, -0.365216, -0.847141], [-2.559562, 0.194944, 1.687342], [-1.577053, 1.485241, 1.073035], [-0.171727, -0.424614, 1.884422], [-0.925158, -1.466977, 0.753655], [1.141761, 1.296948, 0.981527], [3.944584, 0.880556, 0.050476], [4.772624, -0.473155, -0.463295], [3.318459, -0.658482, 0.420555], [-0.317840, -1.911538, -1.388715], [0.521639, -0.773188, -2.342469]],
  "forces_ev_per_angstrom": [[0.1, -0.1, 0.0], [0.1, 0.9, -0.4], [-0.9, -0.4, 0.8], [-0.2, 0.8, -1.2], [-0.8, -0.8, 1.5], [0.2, 1.0, 0.2], [0.3, -0.5, -0.1], [-0.1, -0.2, 0.0], [-0.1, -0.1, -0.1], [0.0, 0.0, 0.1], [0.1, -0.3, -0.1], [0.1, 0.0, 0.3], [0.2, 0.2, -0.3], [0.3, -0.1, -0.1], [0.8, 0.5, -0.5], [0.0, -0.5, 0.1], [-0.2, -0.3, -0.1], [0.0, -0.2, -0.2], [-0.2, 0.0, -0.1], [0.1, 0.0, 0.1]],
  "lowdin_charge": [-0.0893, -0.2329, -0.0910, -0.3540, 0.3497, 0.0310, 0.1936, 0.0874, 0.0718, 0.0831, 0.1281, 0.1140, 0.1386, 0.1547, 0.1322, 0.0079, 0.0158, -0.0227, 0.1367, 0.1454],
  "homo_energy_ev": -13.0094,
  "total_charge": 1,
  "fmax_ev_per_a": 1.9,
  "lumo_ev": -6.060,
  "e_above_lowest_kcal_mol": 124.4,
  "multiplicity": 1,
  "orbital_gap_ev": 6.950
}


Calculated total energy, record by record: -942.45088 -2277.88054 -647.08249 -2473.00950 -307.42335 Ha